A structure of composition C7H17F3HgNO14S3 at a distorted geometry, computed with ωB97M-V with the def2-TZVPD basis set.

Multiplicity ... 1
Kohn-Sham gap ... 1.29 eV
Highest occupied orbital energy ... 0.42 eV
Charge ... -3

Last column: Löwdin charge in e.
Cartesian coordinates (Å):
S -13.25 7.00 14.22  0.126
O -8.82 7.07 8.66  -0.227
S -6.24 -0.95 10.92  0.139
C -12.17 0.35 8.80  -0.224
F -8.18 4.73 18.28  0.133
C -6.63 7.64 9.26  -0.459
H -13.46 1.24 10.28  0.119
H -5.89 5.85 9.17  0.074
H -9.96 7.02 6.95  0.079
H -4.80 8.37 9.99  0.068
H -12.95 0.30 8.03  0.096
H -5.47 9.48 9.00  0.059
H -7.06 8.25 10.05  0.135
H -10.04 8.57 7.88  0.075
O -4.96 -0.84 11.61  -0.241
C -5.30 8.41 9.03  -0.077
H -11.34 1.65 7.69  0.071
O -6.20 -1.77 9.74  -0.370
O -6.93 -1.67 12.00  -0.228
O -13.11 8.39 13.79  -0.256
O -12.27 7.08 15.28  -0.211
O -12.74 6.11 13.21  -0.309
H -5.80 6.35 10.63  0.083
H -7.68 8.52 7.61  0.110
O -6.91 0.30 10.66  -0.323
O -5.72 4.31 16.57  -0.377
O -11.57 1.65 8.62  -0.124
C -7.63 7.53 8.06  -0.204
N -6.43 6.37 9.84  0.047
C -7.81 3.46 18.16  -0.732
H -7.31 6.82 7.30  0.120
H -4.78 7.96 8.18  0.069
F -7.19 3.02 19.21  0.141
C -9.98 7.48 7.94  -0.105
C -12.81 0.37 10.22  -0.277
H -10.83 7.17 8.55  0.094
H -11.49 -0.50 8.66  0.111
Hg -9.56 3.86 11.11  0.218
H -13.42 -0.47 10.57  0.105
O -11.83 0.43 11.17  -0.075
H -11.31 -0.38 11.23  0.100
O -6.18 1.87 16.64  -0.403
S -6.73 3.28 16.58  0.499
O -14.59 6.71 14.68  -0.374
F -8.80 2.60 17.93  0.111
O -7.70 3.50 15.46  -0.384

---

A cluster of 2 separate species, C7H17N in total at a distorted geometry, computed with ωB97M-V with the def2-TZVPD basis set.

Multiplicity ... 2
Kohn-Sham gap (spin up / spin down) ... 5.43 / 5.19 eV
Highest occupied orbital energy (spin up / spin down) ... -1.57 / -1.53 eV
Charge ... -1

Last column: Löwdin charge in e.
Cartesian coordinates (Å):
H 2.29 1.66 0.93  0.067
C 1.69 2.01 1.78  -0.129
H -1.55 0.69 -2.74  0.070
C 0.26 -0.13 1.61  -0.237
C 0.07 -0.22 -1.03  -0.316
H -0.69 -3.73 -0.55  -0.092
H -0.44 1.81 2.31  0.095
H -0.01 1.68 0.64  0.050
N 0.07 1.17 -1.45  -0.039
C -1.45 -2.97 -0.29  -0.233
H -0.76 -0.41 1.92  0.095
C 0.47 -0.90 0.30  -0.258
H 0.79 -0.61 2.45  0.093
H -0.92 2.30 -2.90  0.055
H 2.14 1.75 2.73  0.058
H 0.04 0.89 -3.51  0.074
H 1.52 -1.21 0.20  0.076
H -1.04 -0.41 -1.01  0.101
H -2.31 -3.19 -0.92  -0.118
C 0.31 1.40 1.62  -0.290
H -1.69 -3.20 0.77  -0.096
H 0.39 -0.90 -1.83  0.112
C -0.62 1.27 -2.71  -0.196
H -0.28 -1.83 0.07  0.003
H 1.73 3.08 1.60  0.055

---

A cluster of 2 separate species, C7H17N in total at a distorted geometry, computed with ωB97M-V with the def2-TZVPD basis set.

Multiplicity ... 1
Kohn-Sham gap ... 9.90 eV
Highest occupied orbital energy ... -9.10 eV
Structure (SMILES) ... C=C(C)C(C)(C)C.N

Last column: Löwdin charge in e.
Cartesian coordinates (Å):
H -1.87 -1.77 0.93  0.087
H -1.53 1.24 -1.17  0.063
H 2.14 1.81 -0.97  0.068
H -0.89 -2.58 -1.22  0.086
C 0.45 0.63 -0.49  -0.318
H 0.35 1.03 1.60  0.029
C 1.77 0.87 -0.57  0.022
H 2.51 0.25 -0.07  0.056
C -1.42 -0.78 0.80  -0.070
C 0.87 -1.74 0.65  -0.075
N 0.15 1.97 2.16  -0.001
H -0.24 1.56 -2.31  0.087
C -0.49 1.55 -1.25  -0.080
H -1.32 -1.03 -1.94  0.079
H 0.46 -2.73 0.88  0.086
H -1.18 -0.42 1.80  0.071
H -2.18 -0.11 0.37  0.074
H 1.75 -1.93 0.02  0.079
H 0.90 2.61 1.91  0.006
H 1.20 -1.28 1.58  0.084
H -0.68 2.32 1.70  0.001
C -0.53 -1.56 -1.40  -0.068
H -0.41 2.57 -0.87  0.077
C -0.16 -0.86 -0.08  -0.532
H 0.34 -1.63 -2.07  0.089

---

A cluster of 2 separate species, C7H17N in total at a distorted geometry, computed with ωB97M-V with the def2-TZVPD basis set.

Multiplicity ... 1
Kohn-Sham gap ... 3.88 eV
Highest occupied orbital energy ... -6.35 eV

Last column: Löwdin charge in e.
Cartesian coordinates (Å):
H -1.99 -0.68 2.25  0.043
H 1.56 -2.15 -2.96  0.081
H 2.02 1.11 0.00  0.073
H -0.31 1.71 2.46  0.095
H -0.69 -0.02 -0.18  0.020
H -1.17 0.04 -1.88  0.090
C 1.37 1.36 -0.85  -0.051
H 0.97 0.27 -2.66  0.165
H 0.43 1.76 -0.48  0.044
H -2.07 2.16 0.76  0.060
H 1.09 -2.78 -1.35  0.066
C 1.00 0.02 -1.57  -0.509
C -0.44 -0.40 -1.21  -0.017
H -2.61 0.50 0.88  0.049
H 0.12 0.24 1.65  0.086
H 1.90 2.05 -1.50  0.071
H -0.50 -1.49 -1.14  0.072
C -1.55 -0.03 3.01  -0.075
H -2.35 0.58 3.40  0.055
H -0.97 -0.49 3.80  0.058
C 1.83 -2.19 -1.90  -0.178
N 2.04 -0.87 -1.34  -0.013
C -0.73 0.89 1.87  -0.306
C -1.72 1.13 0.79  -0.046
H 2.77 -2.74 -1.84  0.066

---

The ion C7H17N2 with charge +1 at a distorted geometry, computed with ωB97M-V with the def2-TZVPD basis set.

Multiplicity ... 1
Kohn-Sham gap ... 10.44 eV
Highest occupied orbital energy ... -13.85 eV
Structure (SMILES) ... CC(C)=[NH+]CCN(C)C
Charge ... +1

Last column: Löwdin charge in e.
Cartesian coordinates (Å):
H 1.47 1.07 -1.49  0.131
C 1.34 -0.49 1.39  -0.013
H 2.63 -0.70 -1.56  0.084
H -1.23 -0.19 -2.12  0.104
C 1.80 -1.17 -1.08  0.007
H 2.35 -0.16 1.66  0.125
H -2.57 -0.38 1.17  0.105
H 1.22 -1.53 1.49  0.081
H 0.63 0.06 2.04  0.062
H -1.67 2.03 0.59  0.166
C 0.53 2.02 0.10  -0.165
H 0.78 2.09 1.29  0.187
H -2.56 -0.48 -1.09  0.074
N 1.36 1.10 -0.52  0.029
H -0.98 -0.03 2.01  0.093
H 0.62 2.95 -0.33  0.102
H -1.30 -1.66 -1.06  0.116
C -1.55 -0.60 -1.18  -0.048
C 1.15 -0.21 -0.09  -0.269
H 0.99 -1.44 -1.84  0.104
C -0.92 1.56 -0.14  -0.118
H -1.22 1.88 -1.16  0.139
N -0.97 0.11 -0.07  -0.266
C -1.51 -0.48 1.15  -0.048
H -1.32 -1.52 1.20  0.097
H 2.14 -2.17 -0.68  0.118

---

A cluster of 2 separate species, C7H17N2OS2 in total at a distorted geometry, computed with ωB97M-V with the def2-TZVPD basis set.

Multiplicity ... 1
Kohn-Sham gap ... 8.56 eV
Highest occupied orbital energy ... -11.74 eV
Charge ... +1

Last column: Löwdin charge in e.
Cartesian coordinates (Å):
H 2.18 -2.05 -0.87  0.123
H -1.29 1.52 -4.15  -0.183
O -1.60 1.52 -0.68  0.010
C -0.17 -2.27 0.25  0.012
H 1.87 1.06 0.72  0.131
H 1.03 -0.85 -1.72  0.064
H -0.86 -2.13 1.11  0.100
H 2.21 -1.42 1.51  0.147
H -3.91 0.00 -3.32  0.025
H 2.54 -0.35 -0.72  0.128
C 1.25 -0.84 1.55  -0.143
C 1.66 -1.06 -0.87  -0.030
C -0.58 1.74 1.31  -0.098
H 0.49 -3.07 0.60  0.111
H 0.92 2.40 2.55  0.104
H 0.20 1.16 3.33  0.147
N 0.71 -1.01 0.20  -0.265
H 0.06 -0.13 0.00  0.113
C -2.80 0.12 -3.46  -1.063
H 0.59 -1.18 2.30  0.108
H -2.20 2.16 -0.28  0.118
H -0.85 -2.40 -0.63  0.073
H -1.40 2.38 1.63  0.146
S -1.67 -0.93 -2.93  0.596
S -2.53 1.75 -4.10  0.768
N -0.67 1.25 0.21  -0.077
H 2.62 0.53 2.40  0.145
C 0.52 1.45 2.30  -0.166
C 1.68 0.66 1.78  -0.147